(1)
C31H44IrN2O5SeSi3 | the ωB97M-V functional and the def2-TZVPD basis

Highest occupied orbital energy (alpha / beta) ... -5.47 / -8.28 eV
ΔE to the lowest compared entry with this formula, charge and spin ... 0.0 kcal/mol
LUMO energy (alpha / beta) ... -0.937 / -2.658 eV
⟨S²⟩ ... 8.80
HOMO-LUMO gap (alpha / beta) ... 0.16644 / 0.20650 Ha
2S+1 ... 6

XYZ file:
```
87
C31H44IrN2O5SeSi3 the ωB97M-V functional and the def2-TZVPD basis
Ir 0.316 0.100 0.032
O -1.818 -0.239 -3.483
C -1.452 -0.182 -2.331
O -0.225 -0.412 -1.906
C -2.416 0.052 -1.138
C -3.801 0.114 -1.154
C -4.525 0.407 0.002
C -3.844 0.386 1.217
C -2.403 0.191 1.198
N -1.709 0.114 0.008
C -1.567 0.164 2.430
O -1.942 0.286 3.582
O -0.285 0.028 2.040
H 0.549 -1.282 -3.310
H -4.329 0.081 -2.098
H -5.601 0.652 -0.058
H -4.279 0.515 2.232
C 0.227 2.325 -3.142
Si 1.504 2.503 -1.813
C 2.377 4.229 -2.137
C 2.879 1.321 -2.229
C 0.746 2.270 -0.072
Si -0.457 3.739 0.258
C 0.595 5.281 0.652
C -1.596 3.549 1.694
C -1.563 4.347 -1.148
Si 2.086 2.278 1.287
C 1.347 2.559 3.001
C 3.571 3.424 0.980
C 2.893 0.575 1.289
C 3.978 0.143 2.056
C 4.717 -0.956 1.596
C 4.202 -1.668 0.521
C 2.994 -1.357 -0.049
N 2.326 -0.260 0.374
H 0.565 2.908 -3.969
H -0.798 2.588 -2.922
H 0.240 1.280 -3.431
H 3.137 4.016 -2.892
H 2.781 4.663 -1.236
H 1.672 4.953 -2.608
H 3.301 1.704 -3.147
H 2.505 0.324 -2.545
H 3.699 1.202 -1.509
H 1.264 5.157 1.501
H -0.152 6.026 0.939
H 1.153 5.692 -0.200
H -1.328 2.816 2.436
H -2.582 3.260 1.267
H -1.725 4.540 2.194
H -1.036 4.797 -2.013
H -2.191 5.122 -0.745
H -2.234 3.551 -1.473
H 1.040 3.598 3.213
H 2.141 2.263 3.695
H 0.504 1.836 3.095
H 3.374 4.480 1.268
H 3.953 3.316 -0.027
H 4.377 3.100 1.640
H 4.258 0.620 3.010
H 5.634 -1.321 2.088
H 4.828 -2.466 0.099
H 2.587 -1.935 -0.878
C -3.234 -7.403 1.049
C -2.367 -6.273 0.708
C -1.520 -5.657 1.625
C -0.854 -4.448 1.369
C 0.012 -3.827 2.416
C -1.034 -3.877 0.071
C -0.250 -2.779 -0.387
O 0.283 -1.899 0.389
C -1.844 -4.536 -0.928
C -2.070 -3.973 -2.289
C -2.386 -5.763 -0.625
H -2.750 -8.043 1.807
H -3.482 -7.940 0.128
H -4.191 -7.068 1.509
H -1.366 -6.103 2.604
H -0.009 -4.453 3.301
H -0.356 -2.830 2.710
H 1.032 -3.639 2.110
H -0.149 -2.652 -1.476
H -2.403 -2.968 -2.300
H -2.826 -4.625 -2.733
H -1.160 -4.060 -2.902
H -2.888 -6.352 -1.346
Se 1.355 -2.196 -4.042
```


(2)
C24H33N5O3S | the ωB97M-V functional and the def2-TZVPD basis

Highest occupied orbital energy ... -7.88 eV
ΔE to the lowest compared entry with this formula, charge and spin ... 45.5 kcal/mol
LUMO energy ... 0.265 eV
HOMO-LUMO gap ... 0.29915 Ha
SMILES ... COc1ccc(CC(=O)N[C@@H](CCSC)C(=O)N2CCC3(CC2)NCCc2[nH]cnc23)cc1

XYZ file:
```
66
C24H33N5O3S the ωB97M-V functional and the def2-TZVPD basis
C 5.453 1.220 -0.244
H 5.172 0.403 -0.918
O 4.482 1.437 0.747
C 3.243 1.869 0.364
C 2.806 1.980 -0.949
C 1.511 2.397 -1.212
C 0.627 2.705 -0.189
C 1.087 2.624 1.122
C 2.372 2.212 1.399
H 2.734 2.154 2.414
H 0.427 2.899 1.932
C -0.785 3.131 -0.473
C -1.772 2.493 0.501
O -2.380 3.133 1.337
N -1.889 1.161 0.361
H -1.329 0.640 -0.313
C -2.827 0.414 1.174
C -2.450 -1.065 1.294
O -3.249 -1.950 1.024
N -1.224 -1.361 1.769
C -0.204 -0.428 2.192
H -0.355 -0.172 3.250
C 1.194 -1.028 2.017
H 1.481 -1.617 2.890
H 1.908 -0.209 1.915
C 1.305 -1.957 0.801
C 1.098 -1.250 -0.511
C 1.955 -1.397 -1.569
N 1.398 -0.702 -2.609
C 0.240 -0.176 -2.144
N 0.031 -0.491 -0.895
H -0.427 0.414 -2.740
H 1.778 -0.608 -3.536
C 3.199 -2.205 -1.580
H 3.315 -2.750 -2.520
H 4.080 -1.565 -1.450
C 3.081 -3.179 -0.390
N 2.655 -2.536 0.835
H 3.322 -1.809 1.080
H 2.350 -3.954 -0.634
H 4.043 -3.661 -0.198
C 0.274 -3.106 0.942
C -0.841 -2.748 1.926
H -0.508 -2.903 2.956
H -1.724 -3.363 1.744
H -0.163 -3.324 -0.034
H 0.795 -3.996 1.295
H -0.270 0.484 1.605
H -2.799 0.849 2.185
C -4.263 0.622 0.653
C -4.621 -0.062 -0.661
H -4.667 -1.138 -0.519
H -5.591 0.305 -1.000
S -3.453 0.207 -2.045
C -2.944 -1.514 -2.329
H -2.203 -1.507 -3.121
H -2.517 -1.914 -1.416
H -3.809 -2.095 -2.637
H -4.960 0.248 1.406
H -4.403 1.701 0.562
H -0.875 4.215 -0.361
H -1.069 2.861 -1.492
H 1.190 2.492 -2.239
H 3.462 1.750 -1.775
H 6.364 0.947 0.287
H 5.636 2.124 -0.834
```


(3)
C26H26IrN4O2P | the ωB97M-V functional and the def2-TZVPD basis

Highest occupied orbital energy ... -14.45 eV
Total charge ... +2
LUMO energy ... -6.946 eV
HOMO-LUMO gap ... 0.27569 Ha

XYZ file:
```
60
C26H26IrN4O2P the ωB97M-V functional and the def2-TZVPD basis
Ir -0.393 0.216 -0.134
C -2.545 -0.223 -5.475
C -2.764 -0.752 -4.208
C -2.142 -0.182 -3.112
C -1.289 0.913 -3.282
C -1.073 1.442 -4.555
C -1.706 0.869 -5.648
P -0.610 1.676 -1.817
C 0.879 2.576 -2.222
C 1.812 2.041 -3.116
C 3.020 2.684 -3.319
C 3.308 3.855 -2.626
C 2.382 4.392 -1.744
C 1.167 3.756 -1.536
C -1.734 2.594 -0.805
C -2.629 3.654 -0.868
C -3.313 3.959 0.296
C -3.111 3.219 1.463
C -2.227 2.149 1.511
C -1.530 1.823 0.348
H -3.039 -0.662 -6.332
H -3.429 -1.595 -4.078
H -2.342 -0.583 -2.121
H -0.426 2.299 -4.696
H -1.547 1.280 -6.635
H 1.590 1.131 -3.663
H 3.740 2.276 -4.016
H 4.260 4.347 -2.775
H 2.603 5.312 -1.219
H 0.447 4.176 -0.844
H -2.790 4.219 -1.777
H -4.018 4.780 0.307
H -3.669 3.484 2.351
H -2.120 1.582 2.429
C 2.263 -4.670 -1.203
N 1.491 -3.661 -0.489
C 1.006 -2.547 -1.021
N 1.309 -2.227 -2.299
O 0.279 -1.779 -0.326
H 2.391 -5.528 -0.549
H 3.250 -4.297 -1.476
H 1.731 -5.011 -2.092
H 1.262 -3.808 0.482
H 1.732 -2.912 -2.904
H 0.700 -1.556 -2.743
N 5.105 0.130 -1.251
C 4.857 1.341 -0.690
O 5.526 2.330 -0.874
C 3.617 1.440 0.165
C 3.631 2.281 1.273
C 2.479 2.421 2.024
C 1.323 1.789 1.609
N 1.302 1.017 0.508
C 2.439 0.814 -0.182
H 5.976 0.039 -1.754
H 4.719 -0.707 -0.851
H 4.543 2.809 1.523
H 2.451 3.039 2.910
H 0.389 1.913 2.134
H 2.370 0.169 -1.048
```


(4)
CHFINO | the ωB97M-V functional and the def2-TZVPD basis

Highest occupied orbital energy (alpha / beta) ... -7.95 / -7.94 eV
ΔE to the lowest compared entry with this formula, charge and spin ... 58.4 kcal/mol
LUMO energy (alpha / beta) ... -0.477 / -0.475 eV
HOMO-LUMO gap (alpha / beta) ... 0.27451 / 0.27450 Ha

XYZ file:
```
6
CHFINO the ωB97M-V functional and the def2-TZVPD basis
C -0.433 0.605 0.140
N -0.079 -1.710 -0.530
O 1.044 -1.787 -0.264
F -0.640 0.670 1.409
I 1.493 1.116 -0.408
H -1.385 1.105 -0.346
```


(5)
C52H49Cl3N9O3PS2Zr | the ωB97M-V functional and the def2-TZVPD basis

Highest occupied orbital energy ... -7.74 eV
ΔE to the lowest compared entry with this formula, charge and spin ... 0.0 kcal/mol
LUMO energy ... -0.332 eV
HOMO-LUMO gap ... 0.27228 Ha

XYZ file:
```
120
C52H49Cl3N9O3PS2Zr the ωB97M-V functional and the def2-TZVPD basis
Zr -0.261 -0.330 -1.187
N 0.138 3.460 1.842
C -0.129 2.694 0.720
S -1.481 1.624 0.770
N 0.656 2.887 -0.303
N 0.215 2.149 -1.388
C 0.316 2.753 -2.504
C -0.285 2.148 -3.688
C -0.153 2.727 -4.944
C -0.857 2.178 -6.002
C -1.670 1.084 -5.762
C -1.715 0.558 -4.477
N -1.041 1.068 -3.458
H -0.681 3.665 2.395
H 0.720 4.261 1.641
H 0.762 3.745 -2.555
H 0.485 3.589 -5.073
H -0.781 2.605 -6.993
H -2.255 0.629 -6.549
H -2.305 -0.318 -4.254
O -0.763 -1.525 -2.817
C -0.019 -2.211 -3.665
C -0.383 -2.318 -5.017
C 0.418 -3.001 -5.911
C 1.585 -3.640 -5.494
C 1.907 -3.620 -4.154
C 1.126 -2.915 -3.234
C 1.346 -3.093 -1.823
N 0.764 -2.370 -0.936
N 0.790 -2.906 0.349
C -0.167 -2.350 1.022
O -0.933 -1.420 0.529
C -0.369 -2.729 2.441
C 0.567 -3.514 3.109
C 0.383 -3.817 4.447
C -0.732 -3.343 5.127
C -1.666 -2.564 4.464
C -1.483 -2.254 3.124
H -1.297 -1.853 -5.353
H 0.125 -3.045 -6.951
H 2.205 -4.168 -6.202
H 2.773 -4.159 -3.793
H 1.910 -3.960 -1.475
H 1.430 -3.876 2.568
H 1.113 -4.426 4.964
H -0.866 -3.575 6.174
H -2.533 -2.186 4.989
H -2.189 -1.625 2.603
Cl 3.215 5.889 6.322
C 2.802 4.243 5.951
C 2.891 3.792 4.648
C 2.541 2.480 4.369
C 2.112 1.606 5.365
C 1.740 0.165 5.085
C 2.513 -0.533 3.964
N 2.320 -0.083 2.593
C 3.340 0.106 1.683
C 2.751 0.206 0.460
N 1.391 0.075 0.611
C 1.178 -0.088 1.893
O 0.342 -0.087 4.997
C -0.516 0.938 4.497
C -1.044 1.815 5.595
C -1.744 1.372 6.675
Cl -2.173 -0.253 7.021
S -2.202 2.623 7.748
C -1.451 3.795 6.754
C -0.881 3.231 5.657
C 2.026 2.110 6.662
Cl 1.424 1.116 7.953
C 2.369 3.414 6.971
H 3.223 4.455 3.865
H 2.590 2.142 3.345
H 2.050 -0.411 5.967
H 2.256 -1.594 4.009
H 3.581 -0.439 4.172
H 4.369 0.137 1.989
H 3.195 0.359 -0.504
H 0.209 -0.232 2.337
H -1.340 0.413 4.003
H -0.029 1.555 3.741
H -1.453 4.831 7.041
H -0.315 3.791 4.931
H 2.283 3.777 7.983
N 6.144 -0.167 -8.966
C 5.518 -0.133 -8.004
C 4.736 -0.091 -6.801
C 5.372 -0.004 -5.565
C 4.617 0.029 -4.408
C 3.221 -0.023 -4.469
C 2.595 -0.106 -5.717
C 3.346 -0.143 -6.874
C 2.428 -0.015 -3.282
C 1.683 -0.037 -2.319
H 6.451 0.037 -5.516
H 5.102 0.090 -3.444
H 1.515 -0.158 -5.760
H 2.863 -0.216 -7.839
C -4.656 -3.271 -1.440
C -3.294 -2.610 -1.251
P -3.232 -0.771 -1.118
C -4.144 -0.501 0.455
C -4.851 0.836 0.625
C -4.437 -0.252 -2.411
C -4.438 1.246 -2.709
H -4.541 -4.354 -1.492
H -5.137 -2.954 -2.364
H -5.343 -3.063 -0.619
H -2.631 -2.872 -2.079
H -2.807 -2.982 -0.344
H -3.409 -0.653 1.246
H -4.882 -1.306 0.541
H -4.189 1.684 0.453
H -5.247 0.918 1.636
H -5.697 0.918 -0.057
H -5.436 -0.589 -2.114
H -4.186 -0.822 -3.309
H -5.043 1.793 -1.990
H -4.845 1.446 -3.700
H -3.433 1.666 -2.664
```


(6)
C2HBrN2O2 | the ωB97M-V functional and the def2-TZVPD basis

Highest occupied orbital energy (alpha / beta) ... -8.91 / -8.91 eV
ΔE to the lowest compared entry with this formula, charge and spin ... 45.8 kcal/mol
LUMO energy (alpha / beta) ... -0.057 / -0.056 eV
HOMO-LUMO gap (alpha / beta) ... 0.32551 / 0.32551 Ha

XYZ file:
```
8
C2HBrN2O2 the ωB97M-V functional and the def2-TZVPD basis
C -0.823 0.295 -0.594
C -0.126 -0.279 1.650
N 0.243 0.312 -1.120
N 1.338 0.743 -1.387
O 0.947 -0.668 1.580
O -1.211 0.067 1.794
Br -2.382 -0.508 -0.918
H 2.013 0.038 -1.005
```


(7)
C2H10N2O2 | the ωB97M-V functional and the def2-TZVPD basis

Highest occupied orbital energy ... -7.69 eV
ΔE to the lowest compared entry with this formula, charge and spin ... 137.3 kcal/mol
LUMO energy ... 0.813 eV
HOMO-LUMO gap ... 0.31233 Ha
SMILES ... CNO.CON

XYZ file:
```
16
C2H10N2O2 the ωB97M-V functional and the def2-TZVPD basis
C -0.169 1.285 -1.365
N -1.944 -0.738 -1.077
O -1.461 0.549 -0.654
H -2.128 -0.682 -2.081
H -2.882 -0.704 -0.673
H -0.621 2.191 -1.761
H 0.266 0.634 -2.120
H 0.484 1.585 -0.549
C 1.782 -0.002 1.285
N 0.567 -0.642 0.833
O 0.143 -1.442 1.966
H 0.058 -2.335 1.591
H -0.417 -0.225 0.326
H 2.038 0.748 0.529
H 2.619 -0.683 1.471
H 1.664 0.461 2.280
```


(8)
C4H4O2 | the ωB97M-V functional and the def2-TZVPD basis

Highest occupied orbital energy ... -10.40 eV
ΔE to the lowest compared entry with this formula, charge and spin ... 84.9 kcal/mol
LUMO energy ... 0.908 eV
HOMO-LUMO gap ... 0.41570 Ha

XYZ file:
```
10
C4H4O2 the ωB97M-V functional and the def2-TZVPD basis
C 0.890 1.929 2.295
C -0.465 -0.463 -0.653
C -0.185 0.649 -0.041
C 0.890 0.687 1.630
O 1.122 3.097 2.504
O -0.039 1.098 2.667
H -1.116 -0.463 -1.386
H -0.094 -1.434 -0.353
H -0.648 1.686 -0.078
H 1.499 -0.205 1.778
```


(9)
C6H8N | the ωB97M-V functional and the def2-TZVPD basis

Highest occupied orbital energy ... -14.28 eV
Total charge ... +1
ΔE to the lowest compared entry with this formula, charge and spin ... 122.6 kcal/mol
LUMO energy ... -5.352 eV
HOMO-LUMO gap ... 0.32822 Ha
SMILES ... C=C1CC[C@@H]1C#[NH+]

XYZ file:
```
15
C6H8N the ωB97M-V functional and the def2-TZVPD basis
C -1.739 -0.306 0.222
C -0.597 0.143 -0.386
C 0.038 1.555 -0.104
C 1.428 0.857 -0.181
C 1.265 -1.669 0.299
C 0.909 -0.449 0.043
N -2.878 -0.654 0.222
H -1.075 -0.285 -1.366
H -0.052 2.449 -0.739
H -0.583 1.662 0.822
H 1.744 0.757 -1.249
H 2.190 1.253 0.472
H 2.278 -1.959 0.570
H 0.597 -2.517 0.336
H -3.526 -0.836 1.039
```


(10)
C18H43N5O4 | the ωB97M-V functional and the def2-TZVPD basis

Highest occupied orbital energy ... -8.50 eV
ΔE to the lowest compared entry with this formula, charge and spin ... 27.1 kcal/mol
LUMO energy ... 0.602 eV
HOMO-LUMO gap ... 0.33433 Ha
SMILES ... CCN(CC)CC.CN(C)C=O.CN(C)C=O.CN(C)C=O.CN(C)C=O

XYZ file:
```
70
C18H43N5O4 the ωB97M-V functional and the def2-TZVPD basis
C -4.438 4.328 4.004
C -3.653 3.351 3.134
N -3.988 1.971 3.456
C -5.360 1.641 3.092
C -5.847 2.014 1.697
C -3.050 1.019 2.853
C -1.624 1.163 3.370
H -3.995 5.316 3.863
H -4.413 4.016 5.041
H -5.459 4.410 3.625
H -3.814 3.568 2.073
H -2.602 3.486 3.381
H -5.521 0.570 3.245
H -6.023 2.070 3.855
H -6.749 1.475 1.415
H -6.018 3.084 1.580
H -5.087 1.733 0.959
H -3.067 1.048 1.750
H -3.408 0.025 3.140
H -1.660 1.278 4.454
H -1.176 2.078 2.985
H -1.010 0.315 3.083
C 3.075 -3.122 -1.845
O 2.261 -3.661 -1.131
N 3.943 -3.734 -2.687
C 4.884 -2.957 -3.463
C 3.824 -5.153 -2.959
H 3.211 -2.025 -1.895
H 4.671 -1.893 -3.386
H 4.858 -3.232 -4.522
H 5.918 -3.145 -3.149
H 4.041 -5.343 -4.009
H 4.512 -5.745 -2.349
H 2.809 -5.477 -2.738
C 1.790 0.912 -0.990
O 2.559 0.335 -1.727
N 0.497 0.560 -0.804
C 0.095 -0.781 -1.148
C -0.376 1.330 0.061
H 2.080 1.822 -0.436
H 0.591 -1.512 -0.495
H 0.444 -1.055 -2.145
H -0.974 -0.962 -1.104
H -1.233 1.742 -0.474
H -0.712 0.720 0.899
H 0.196 2.154 0.490
C 1.838 0.055 2.358
O 1.659 1.192 2.754
N 2.298 -0.977 3.089
C 2.324 -2.311 2.508
C 2.742 -0.777 4.460
H 1.625 -0.234 1.315
H 1.339 -2.785 2.571
H 3.020 -2.935 3.066
H 2.642 -2.313 1.466
H 1.990 -1.106 5.177
H 3.673 -1.324 4.622
H 2.991 0.273 4.588
C -0.289 -0.398 -6.256
O 0.119 -1.209 -7.050
N 0.453 0.176 -5.277
C -0.105 1.108 -4.332
C 1.886 -0.028 -5.196
H -1.342 -0.067 -6.199
H -1.174 1.020 -4.154
H 0.101 2.133 -4.666
H 0.414 0.958 -3.386
H 2.361 0.910 -4.901
H 2.143 -0.778 -4.444
H 2.287 -0.320 -6.162
```


(11)
C7H16BaO7 | the ωB97M-V functional and the def2-TZVPD basis

Highest occupied orbital energy ... -17.26 eV
Total charge ... +2
ΔE to the lowest compared entry with this formula, charge and spin ... 0.0 kcal/mol
LUMO energy ... -7.313 eV
HOMO-LUMO gap ... 0.36553 Ha

XYZ file:
```
31
C7H16BaO7 the ωB97M-V functional and the def2-TZVPD basis
Ba 1.337 -1.312 -0.571
C 0.095 -0.100 2.952
O 0.104 0.240 1.565
H 1.107 -0.338 3.282
H -0.257 0.675 3.634
H -0.544 -0.953 3.188
H -0.374 1.067 1.447
C 2.657 2.338 2.192
O 3.434 2.605 1.029
C 3.141 2.007 -0.100
O 2.276 1.172 -0.319
O 3.904 2.593 -1.013
C 3.911 2.065 -2.353
H 2.564 1.262 2.338
H 1.678 2.819 2.177
H 3.174 2.778 3.041
H 3.931 2.940 -2.998
H 3.048 1.449 -2.587
H 4.853 1.536 -2.490
C -4.494 -0.594 -2.007
O -3.120 -0.500 -1.539
C -2.536 -1.503 -0.973
O -1.415 -1.447 -0.504
O -3.340 -2.556 -0.880
C -2.750 -3.830 -0.639
H -5.073 -0.923 -1.143
H -4.645 -1.329 -2.790
H -4.821 0.408 -2.253
H -2.161 -4.214 -1.472
H -3.563 -4.527 -0.463
H -2.118 -3.827 0.250
```


(12)
C3H5FO | the ωB97M-V functional and the def2-TZVPD basis

Highest occupied orbital energy ... -9.04 eV
ΔE to the lowest compared entry with this formula, charge and spin ... 32.6 kcal/mol
LUMO energy ... 1.030 eV
HOMO-LUMO gap ... 0.37004 Ha
SMILES ... CO/C=C/F

XYZ file:
```
10
C3H5FO the ωB97M-V functional and the def2-TZVPD basis
C 1.627 -0.220 0.098
C -0.616 0.057 -0.231
C -1.814 0.493 0.010
H 1.364 -0.875 0.897
H 2.535 0.343 0.390
H 1.888 -0.870 -0.746
H -0.539 -0.924 -0.598
H -2.078 1.496 0.411
O 0.554 0.734 -0.219
F -2.920 -0.235 -0.012
```